Entry 1:
This record from OMol25 describes the molecule C2HN5O2 in a non-equilibrium geometry. The level of theory is ωB97M-V/def2-TZVPD.

CARTESIAN COORDINATES (ANGSTROEM)
1 C 0.207 -0.866 -0.626
2 C 1.889 -1.804 1.192
3 N 0.829 -1.909 -0.802
4 N 1.710 -2.368 0.134
5 N -0.577 -0.009 -0.336
6 N 2.113 -1.139 2.179
7 N 1.589 -1.095 3.472
8 O 1.804 -2.032 4.179
9 O 1.019 -0.074 3.722
10 H -0.617 0.950 -0.625

Calculated values
F_max: 0.0367 hartree/bohr
HOMO-LUMO gap: 9.77 eV
LUMO: -0.3 eV
HOMO: -10.02 eV
ΔE to the lowest compared entry with this formula, charge and spin: 3.833 eV
E_tot: -13628.3683 eV



Entry 2:
This record from OMol25 describes the molecule CH4N4O2S in a non-equilibrium geometry. The level of theory is ωB97M-V/def2-TZVPD.

CARTESIAN COORDINATES (ANGSTROEM)
1 C -1.540 0.452 0.155
2 N -2.517 1.046 0.038
3 N -0.151 -1.718 0.249
4 N 0.979 0.708 -1.257
5 N -0.524 -0.168 0.693
6 O 0.461 2.100 0.764
7 O 1.947 0.142 1.024
8 S 0.890 0.813 0.377
9 H 0.529 -2.214 0.857
10 H -1.036 -2.230 0.191
11 H 0.632 -0.250 -1.354
12 H 0.332 1.317 -1.737

Calculated values
F_max: 0.1032 hartree/bohr
HOMO-LUMO gap: 10.26 eV
SMILES: N#CN(N)S(N)(=O)=O
LUMO: -0.1 eV
HOMO: -10.39 eV
ΔE to the lowest compared entry with this formula, charge and spin: 0.774 eV
E_tot: -21989.0349 eV



Entry 3:
This record from OMol25 describes a cluster of 2 separate species, C2H7NO5 in total. The level of theory is ωB97M-V/def2-TZVPD.

CARTESIAN COORDINATES (ANGSTROEM)
1 C -1.263 0.736 1.035
2 C -0.663 -0.030 -0.121
3 O -1.518 0.115 -1.216
4 O -1.053 -0.729 -2.301
5 O -0.170 -1.194 0.046
6 H -0.703 -1.486 -1.783
7 H -1.618 1.715 0.721
8 H -2.089 0.150 1.438
9 H -0.502 0.861 1.803
10 N 2.186 -0.684 0.653
11 O 2.339 0.033 -0.334
12 O 0.625 1.078 -0.557
13 H 0.635 1.030 -1.525
14 H 2.479 -0.291 1.557
15 H 1.316 -1.303 0.582

Calculated values
F_max: 0.0138 hartree/bohr
HOMO-LUMO gap (spin up / spin down): 8.37 / 7.90 eV
LUMO (spin up / spin down): -1.6 / -1.9 eV
HOMO (spin up / spin down): -9.97 / -9.82 eV
ΔE to the lowest compared entry with this formula, charge and spin: 8.335 eV
E_tot: -13907.6972 eV